# 1
A molecular structure, C31H76BaCuN5O13 at a distorted geometry, computed with ωB97M-V with the def2-TZVPD basis set.

Computed properties:
multiplicity: 1
net charge: +2

Last column: Löwdin charge in e.
Positions of all 127 atoms, in Å:
Cu 0.7020 0.8069 5.2859  0.51
Ba 0.9466 4.2915 3.6349  1.94
O -1.2981 0.8189 1.9328  0.12
C -0.3218 1.7120 2.2418  -0.72
O 0.6000 1.5179 3.1474  -0.23
O -0.2968 2.8339 1.5980  -0.19
H -1.8874 1.3857 1.3678  0.14
C -3.8109 0.8896 -1.1057  -0.12
O -2.6720 0.1806 -1.4708  -0.21
C -2.6605 -0.3743 -2.7684  -0.22
C -2.7211 0.6817 -3.8698  -0.19
N -2.5757 0.1368 -5.2231  -0.06
C -1.2685 -0.3662 -5.6347  -0.23
C -1.2739 -0.8783 -7.0558  -0.23
O -1.7917 0.0205 -8.0005  -0.18
C -1.3352 1.3299 -7.8492  -0.13
H -3.5378 1.4868 -0.2309  0.06
H -4.6397 0.1976 -0.9327  0.10
H -4.1335 1.6761 -1.8039  0.09
H -3.5502 -1.0368 -2.7993  0.13
H -1.8733 -1.1027 -2.9726  0.11
H -1.9537 1.4437 -3.7044  0.12
H -3.7110 1.1418 -3.8673  0.11
H -3.3480 -0.4524 -5.4956  0.12
H -0.8379 -1.1114 -4.9378  0.11
H -0.5313 0.4529 -5.6043  0.11
H -1.8601 -1.7815 -7.2351  0.13
H -0.2497 -1.1366 -7.3645  0.13
H -1.7276 1.7478 -6.9239  0.07
H -1.6322 1.9092 -8.7218  0.09
H -0.2338 1.3867 -7.8930  0.09
C -5.3905 -8.3168 0.5379  -0.13
O -4.1199 -7.8879 0.1335  -0.20
C -3.8559 -6.5350 0.4928  -0.22
C -2.3492 -6.3445 0.4067  -0.20
N -1.9725 -5.0036 0.8851  -0.05
C -1.6246 -4.0688 -0.1995  -0.22
C -1.0906 -2.8151 0.3956  -0.22
O 0.1847 -3.1065 0.9702  -0.17
C 0.6969 -2.0260 1.6279  -0.15
H -6.1820 -7.7827 -0.0060  0.09
H -5.5298 -8.2483 1.6268  0.09
H -5.5141 -9.3762 0.3061  0.09
H -4.1765 -6.3989 1.5305  0.12
H -4.4081 -5.9121 -0.2234  0.13
H -1.9762 -6.5392 -0.6098  0.12
H -1.9263 -7.1397 1.0287  0.12
H -1.1244 -4.9979 1.4452  0.10
H -2.4686 -3.8182 -0.8447  0.12
H -0.8266 -4.5091 -0.8227  0.13
H -1.7872 -2.4682 1.1766  0.13
H -0.9995 -2.0384 -0.3779  0.12
H 0.5428 -1.0618 1.1298  0.08
H 1.7625 -2.1979 1.7814  0.09
H 0.2713 -1.9479 2.6431  0.08
C -1.9462 -0.6574 4.9216  -0.05
O -1.2455 -0.1785 6.0890  -0.26
C -1.4523 -0.9633 7.2819  -0.18
C -0.3041 -0.6645 8.2155  -0.20
N 1.0449 -0.8448 7.7081  -0.06
C 1.3049 -1.9611 6.8122  -0.18
C 2.6477 -1.6818 6.2274  -0.22
O 2.5403 -0.7879 5.1327  -0.22
C 3.7889 -0.2011 4.8183  -0.06
H -1.3430 -1.4362 4.4385  0.09
H -2.0215 0.1473 4.1839  0.07
H -2.9713 -0.9680 5.1194  0.11
H -1.3877 -1.9963 6.9146  0.13
H -2.4156 -0.7992 7.7586  0.14
H -0.4710 -1.3205 9.0869  0.14
H -0.4792 0.3361 8.6240  0.12
H 1.6089 -0.9684 8.5418  0.13
H 0.5985 -1.9286 5.9872  0.11
H 1.3311 -2.8919 7.3811  0.14
H 3.2915 -2.5408 5.9899  0.15
H 3.3065 -1.1779 6.9646  0.12
H 3.5651 0.8057 4.4903  0.07
H 4.2762 -0.7412 4.0090  0.11
H 4.4457 -0.2140 5.6915  0.10
C 1.1132 8.3953 -4.2618  -0.10
O 0.8393 7.0649 -3.9006  -0.19
C 1.5172 6.6157 -2.7592  -0.25
C 0.8284 5.3567 -2.2878  -0.22
N -0.4566 5.6760 -1.6808  -0.04
C -1.1352 4.4461 -1.2963  -0.23
C -2.5863 4.6619 -0.9335  -0.25
O -3.2245 5.1576 -2.0633  -0.18
C -4.4185 5.8188 -1.8010  -0.11
H 0.3382 8.6670 -4.9730  0.09
H 2.0987 8.4628 -4.7329  0.09
H 1.0551 9.0953 -3.4198  0.09
H 1.4620 7.3850 -1.9818  0.12
H 2.5394 6.3379 -3.0583  0.13
H 1.4637 4.9339 -1.5000  0.11
H 0.7489 4.6504 -3.1213  0.13
H -1.0817 6.1878 -2.2979  0.12
H -0.6169 4.0610 -0.4081  0.08
H -1.1304 3.5880 -1.9908  0.12
H -2.7307 5.3183 -0.0591  0.12
H -3.0531 3.6971 -0.6646  0.10
H -5.1554 5.1308 -1.3680  0.09
H -4.8429 6.2398 -2.7075  0.09
H -4.2608 6.6642 -1.1167  0.09
C 3.2982 1.1795 1.0463  -0.15
O 4.4243 0.5644 0.5428  -0.20
C 5.1609 1.3839 -0.3925  -0.19
C 6.2619 0.5307 -0.9939  -0.21
N 5.8164 -0.6693 -1.6939  -0.03
C 5.6492 -1.8489 -0.8128  -0.22
C 5.4214 -3.0796 -1.6583  -0.22
O 4.3170 -2.9830 -2.5367  -0.17
C 3.1309 -3.0463 -1.8570  -0.15
H 2.5801 0.4475 1.4085  0.07
H 2.7121 1.6241 0.2233  0.10
H 3.5666 1.8875 1.8485  0.07
H 5.5083 2.2933 0.1195  0.12
H 4.4549 1.6642 -1.1927  0.12
H 7.0593 0.3154 -0.2841  0.12
H 6.7143 1.1801 -1.7589  0.12
H 4.8708 -0.5011 -2.0482  0.11
H 4.8652 -1.7569 -0.0447  0.09
H 6.5860 -1.9665 -0.2563  0.12
H 5.3017 -4.0250 -1.1144  0.13
H 6.3019 -3.1723 -2.2991  0.13
H 3.0195 -4.0013 -1.3202  0.10
H 2.3071 -3.0363 -2.5683  0.09
H 2.9974 -2.2295 -1.1378  0.07

---

# 2
A molecular structure, C31H81BNO19P2 at a distorted geometry, computed with ωB97M-V with the def2-TZVPD basis set.

Computed properties:
multiplicity: 1
net charge: -1

Last column: Löwdin charge in e.
Positions of all 135 atoms, in Å:
C 3.8760 1.9048 1.5629  -0.04
C 4.9967 1.9321 0.5438  -0.23
O 4.9245 0.7692 -0.3221  -0.21
P 4.1805 0.9654 -1.7090  0.56
O 3.1261 1.9942 -1.6348  -0.23
C 3.4559 -0.6288 -2.1202  -0.18
C 2.8335 -1.3105 -0.8903  -0.20
C 1.3666 -0.9102 -0.7259  -0.13
C 0.9281 -1.1903 0.6989  -0.32
O 1.1840 -0.1683 1.6133  -0.03
B 0.7180 -0.7934 2.8757  -0.73
P 2.1117 -1.3568 4.1287  0.54
O 1.8594 -2.5378 4.9727  -0.32
O 3.5585 -1.4472 3.3548  -0.18
O 2.3832 -0.0464 5.0563  -0.19
O -0.2741 -1.8145 2.4979  -0.04
C -0.4760 -1.7289 1.0544  -0.36
C -0.6417 -3.1815 0.6103  -0.09
C -1.6803 -3.5429 -0.4530  -0.17
C -1.3666 -4.9378 -0.9936  -0.27
N -0.6983 -4.8674 -2.3178  0.00
C -1.6536 -0.7583 0.9773  -0.03
C -2.2357 -0.3891 -0.3672  -0.15
C -1.4623 0.2303 -1.3423  -0.02
C -1.9766 0.5981 -2.5872  -0.10
C -3.3201 0.3863 -2.8799  -0.10
C -4.1141 -0.2153 -1.9102  -0.05
C -3.5963 -0.6077 -0.6670  -0.22
C -4.5567 -1.2028 0.3304  -0.04
O 5.2392 1.3892 -2.8355  -0.18
C 6.5531 0.8142 -2.7795  -0.26
C 6.6996 -0.4160 -3.6835  -0.07
H 2.9884 2.4127 1.2077  0.07
H 4.2274 2.2943 2.5128  0.08
H 3.5956 0.8702 1.7367  0.06
H 5.9446 1.8421 1.0655  0.11
H 5.0299 2.8507 -0.0303  0.11
H 4.1885 -1.2589 -2.6264  0.08
H 2.6894 -0.3946 -2.8515  0.10
H 3.3782 -1.0171 0.0021  0.10
H 2.9487 -2.3886 -0.9742  0.12
H 1.3418 0.1590 -0.9174  0.10
H 0.7845 -1.4820 -1.4445  0.12
H 1.5490 -2.0441 1.0325  0.13
H 0.1136 0.0902 3.5254  0.10
H 3.4574 -2.1164 2.6702  0.05
H 1.9226 0.6820 4.6188  0.05
H 0.3218 -3.4841 0.1893  0.12
H -0.7843 -3.8172 1.4748  0.13
H -2.6681 -3.5543 -0.0033  0.10
H -1.6724 -2.8609 -1.2982  0.10
H -0.7260 -5.4795 -0.3097  0.08
H -2.2966 -5.4744 -1.1603  0.10
H 0.1046 -5.4820 -2.3320  0.05
H -0.3082 -3.9425 -2.4561  0.04
H -2.4332 -1.1722 1.6025  0.12
H -1.3552 0.1639 1.4684  0.14
H -0.4296 0.4571 -1.1481  0.08
H -1.3199 1.0662 -3.3054  0.10
H -3.7163 0.7038 -3.8316  0.10
H -5.1652 -0.3584 -2.1131  0.10
H -4.2800 -2.2005 0.6498  0.07
H -5.5548 -1.2279 -0.0938  0.07
H -4.6091 -0.5610 1.2061  0.08
H 6.8560 0.5768 -1.7642  0.11
H 7.2317 1.5819 -3.1322  0.11
H 7.5342 -0.2700 -4.3581  0.07
H 6.8398 -1.3319 -3.1237  0.07
H 5.8058 -0.4977 -4.2944  0.07
C -2.4921 4.3280 -1.1377  -0.11
O -2.9624 3.8466 -2.4012  -0.13
H -2.7874 5.3699 -1.0278  0.09
H -2.9349 3.7362 -0.3332  0.07
H -1.4080 4.2480 -1.0971  0.06
H -2.6598 2.9353 -2.4298  0.04
C -1.6180 -8.5605 0.9785  -0.13
O -0.6579 -7.5036 0.9982  -0.14
H -1.4613 -9.1353 0.0713  0.06
H -1.4870 -9.2168 1.8424  0.08
H -2.6330 -8.1541 0.9785  0.08
H -0.8086 -6.9985 1.8038  0.08
C 1.6009 3.6814 -1.3049  -0.14
O 0.5010 3.3970 -0.4187  -0.16
H 1.1954 4.1512 -2.1966  0.08
H 2.2992 4.3650 -0.8219  0.07
H 2.1209 2.7642 -1.5865  -0.08
H 0.8649 2.9796 0.3691  0.08
C 2.5741 -5.7748 2.6130  -0.15
O 2.3017 -6.7591 1.6156  -0.13
H 3.6515 -5.6307 2.6495  0.07
H 2.0981 -4.8207 2.3696  0.07
H 2.2311 -6.1020 3.5975  0.08
H 1.3474 -6.8832 1.5850  0.02
C -3.3295 4.8435 -5.6947  -0.18
O -4.4037 4.5565 -4.8167  -0.14
H -3.7468 5.2785 -6.6014  0.07
H -2.6348 5.5601 -5.2465  0.08
H -2.7810 3.9347 -5.9623  0.07
H -4.0204 4.1727 -4.0159  0.03
C 1.5706 1.9586 8.0553  -0.18
O 2.4314 0.8599 7.8274  -0.13
H 1.6010 2.1941 9.1182  0.07
H 1.8931 2.8429 7.4933  0.07
H 0.5383 1.7173 7.7800  0.08
H 2.3995 0.6542 6.8809  0.03
C -5.3726 3.9605 1.4844  -0.15
O -4.8580 2.7363 0.9676  -0.13
H -5.3659 3.9059 2.5698  0.08
H -4.7485 4.8025 1.1664  0.07
H -6.3994 4.1118 1.1431  0.06
H -4.8750 2.8040 0.0083  0.06
C -9.2215 6.0202 1.4200  -0.16
O -8.9827 4.6949 1.8809  -0.13
H -8.2997 6.5818 1.5474  0.08
H -9.4951 6.0263 0.3616  0.08
H -10.0129 6.5029 2.0001  0.07
H -9.7937 4.1935 1.7682  0.07
C -0.2519 6.3832 1.6563  -0.17
O 0.3291 6.1027 0.3937  -0.14
H -0.1432 7.4493 1.8467  0.07
H -1.3176 6.1322 1.6656  0.07
H 0.2518 5.8315 2.4563  0.08
H 0.2295 5.1491 0.2271  0.02
C 4.6290 6.2544 -3.0272  -0.16
O 3.3953 5.5773 -2.8299  -0.13
H 5.2291 5.6510 -3.7035  0.07
H 4.4721 7.2396 -3.4763  0.07
H 5.1696 6.3714 -2.0835  0.07
H 2.8621 6.1087 -2.2311  0.07
C 0.5251 -11.5930 -1.6805  -0.15
O -0.7112 -11.1778 -1.1083  -0.13
H 1.2834 -10.8790 -1.3713  0.08
H 0.8083 -12.5875 -1.3253  0.07
H 0.4698 -11.6010 -2.7722  0.07
H -1.3872 -11.8042 -1.3778  0.07

---

# 3
13 unconnected molecules or ions with the total composition C31H83B2F2N28O20S2 at a distorted geometry, computed with ωB97M-V with the def2-TZVPD basis set.

Computed properties:
multiplicity: 1
net charge: +1

Last column: Löwdin charge in e.
Positions of all 168 atoms, in Å:
C -1.8584 -2.0665 3.3364  -0.09
C -0.8328 -1.4130 2.4114  -0.23
C -1.1326 -1.7420 0.9488  -0.16
N 0.0441 -2.1071 0.1546  -0.01
C 0.0983 -3.5022 -0.2394  -0.40
S 0.5807 -4.5334 1.1698  0.95
C -0.0360 -6.1301 0.5602  -0.50
C -0.6378 -6.9221 1.7144  -0.15
C 0.9741 -1.2393 -0.1694  -0.22
N 0.7416 0.0773 0.1140  0.09
C -0.3411 0.8274 -0.5886  0.00
C -0.8345 0.2887 -1.9276  -0.46
O -0.5695 0.8587 -2.9530  0.14
O -1.5922 -0.8389 -1.9064  0.08
C 1.9481 0.8750 0.3228  -0.11
C 2.6078 0.7071 1.7172  -0.26
C 2.6468 2.0190 2.4820  0.01
F 1.8875 -0.2145 2.4901  -0.02
C 2.9299 0.7579 -0.8644  -0.28
F 4.2139 0.9139 -0.3966  0.09
C 2.6464 1.8985 -1.8315  -0.08
C 3.0192 3.2565 -1.2306  -0.16
C 4.3088 3.9006 -1.7669  -0.14
C 5.5392 3.7218 -0.8831  -0.24
O 6.0549 5.0266 -0.5358  -0.10
C 2.8221 -0.6219 -1.5922  -0.32
N 2.1583 -0.5026 -2.9012  0.17
C 1.6062 -1.4940 -3.3639  -0.68
S 1.0560 -2.8169 -3.9684  0.88
O 4.0946 -1.1326 -1.7802  0.17
B 4.8132 -0.8451 -2.9560  -0.79
O 4.7756 -1.6743 -4.0634  0.18
O 5.6421 0.2220 -2.9071  0.23
N 2.1183 -1.6734 -0.8090  0.23
B 3.1227 -2.5283 -0.0579  -0.76
O 3.3384 -3.7531 -0.6068  0.20
O 3.6634 -2.0669 1.0903  0.24
H -2.8444 -2.1034 2.8817  0.07
H -1.8889 -1.5796 4.3062  0.06
H -1.5562 -3.0968 3.5106  0.07
H -0.7437 -0.3453 2.5777  0.09
H 0.1276 -1.8584 2.6576  0.09
H -1.8090 -2.5831 0.9651  0.10
H -1.6942 -0.9220 0.5305  0.08
H 0.7618 -3.6285 -1.0891  0.07
H -0.9025 -3.8043 -0.5275  0.07
H 0.7563 -6.6768 0.0587  0.08
H -0.8319 -5.9469 -0.1678  0.04
H -1.2110 -7.7534 1.3212  0.08
H 0.1384 -7.2743 2.3885  0.07
H -1.2922 -6.2690 2.2824  0.06
H -0.0229 1.8432 -0.7871  0.10
H -1.2033 0.9082 0.0781  0.13
H -2.4699 -0.6760 -2.2812  0.14
H 1.6070 1.9027 0.3064  0.11
H 3.6161 0.3258 1.6719  0.13
H 1.7756 2.1395 3.1205  0.07
H 2.7532 2.8639 1.8136  0.07
H 3.5259 2.0189 3.1173  0.09
H 1.6001 1.8874 -2.1238  0.11
H 3.2066 1.7558 -2.7531  0.12
H 3.1487 3.1575 -0.1604  0.08
H 2.1888 3.9299 -1.3899  0.09
H 4.5419 3.5394 -2.7661  0.11
H 4.1562 4.9719 -1.8653  0.11
H 6.3186 3.1878 -1.4244  0.11
H 5.3239 3.1737 0.0302  0.10
H 6.6993 4.8703 0.1677  0.08
H 4.0582 -1.4280 -4.6597  0.08
H 6.0841 0.3608 -3.7536  0.13
H 4.1007 -4.2176 -0.2457  0.13
H 4.4112 -2.5740 1.4229  0.14
C -0.0672 1.8140 5.8849  -0.67
O -0.3203 2.7735 5.1599  -0.01
N -0.2799 1.8382 7.2301  0.17
N 0.4434 0.6571 5.3774  0.17
H -0.0650 1.0685 7.8351  0.10
H -0.6544 2.6772 7.6341  0.11
H 0.6157 0.6372 4.3877  0.07
H 0.6572 -0.1543 5.9258  0.10
C -2.5892 -5.7116 -2.5023  -0.65
O -2.6275 -5.9070 -1.2833  -0.01
N -1.6283 -4.9111 -3.0716  0.16
N -3.4790 -6.2594 -3.3472  0.20
H -1.5649 -4.7021 -4.0491  0.08
H -0.9419 -4.5299 -2.4509  0.04
H -4.1992 -6.8508 -2.9581  0.08
H -3.4593 -6.1082 -4.3374  0.11
C -4.6215 0.3443 2.3518  -0.66
O -3.5414 0.3343 1.7611  0.00
N -5.8073 0.4758 1.7046  0.16
N -4.6886 0.2290 3.7060  0.17
H -6.6999 0.4863 2.1606  0.10
H -5.7905 0.6117 0.7121  0.08
H -3.8233 0.1369 4.2047  0.10
H -5.5499 0.2360 4.2185  0.10
C -6.3067 -9.1145 -2.3600  -0.67
O -5.1328 -8.8439 -2.5686  0.01
N -6.9814 -10.0376 -3.1055  0.15
N -7.0233 -8.5135 -1.3671  0.16
H -7.9416 -10.2783 -2.9514  0.09
H -6.4740 -10.4952 -3.8389  0.10
H -6.5498 -7.8265 -0.8101  0.11
H -7.9857 -8.7173 -1.1782  0.09
C 3.1151 -2.1353 -8.3419  -0.68
O 4.1026 -2.2276 -9.0390  0.05
N 1.8885 -1.7818 -8.8348  0.15
N 3.1523 -2.3808 -6.9868  0.15
H 1.0643 -1.7016 -8.2716  0.09
H 1.8287 -1.5976 -9.8187  0.11
H 4.0388 -2.6495 -6.5996  0.10
H 2.3521 -2.3147 -6.3871  0.02
C -0.7745 4.6068 0.1185  -0.64
O 0.2066 3.9439 -0.2239  -0.01
N -1.2801 4.5230 1.3864  0.17
N -1.4098 5.4507 -0.7230  0.17
H -2.0772 5.0471 1.6932  0.10
H -0.8330 3.8941 2.0288  0.10
H -1.0498 5.5234 -1.6559  0.11
H -2.2221 5.9919 -0.4893  0.07
C -8.0455 2.8877 0.5099  -0.68
O -7.9421 1.7201 0.1630  0.00
N -7.4254 3.9032 -0.1598  0.16
N -8.7888 3.2622 1.5916  0.16
H -7.4963 4.8664 0.1074  0.09
H -6.8761 3.6562 -0.9606  0.09
H -9.2719 2.5401 2.0918  0.10
H -8.8912 4.2130 1.8912  0.10
C -5.1608 -2.9852 -0.9808  -0.67
O -5.7256 -3.8492 -1.6236  0.03
N -5.7854 -1.8387 -0.5683  0.16
N -3.8421 -3.0692 -0.6151  0.18
H -5.3246 -1.1253 -0.0407  0.05
H -6.7539 -1.7266 -0.8064  0.11
H -3.3383 -3.8945 -0.9009  0.06
H -3.3773 -2.3579 -0.0856  0.05
C 1.9553 5.7331 7.0056  -0.68
O 1.7856 5.4884 8.1860  0.03
N 2.8228 6.7102 6.5816  0.14
N 1.2979 5.0531 6.0212  0.16
H 2.9653 6.9468 5.6191  0.08
H 3.3161 7.2228 7.2882  0.10
H 0.6485 4.3381 6.2912  0.05
H 1.4158 5.2254 5.0414  0.09
C -4.8280 6.3637 -2.4780  -0.67
O -3.7034 6.2903 -2.0036  0.01
N -5.3638 5.3501 -3.2211  0.16
N -5.6203 7.4595 -2.3106  0.16
H -6.2745 5.3918 -3.6379  0.10
H -4.7915 4.5409 -3.3720  0.11
H -5.2451 8.2227 -1.7792  0.11
H -6.5399 7.5436 -2.6999  0.10
C 5.3146 4.5473 3.0159  -0.69
O 6.1659 3.7357 2.6768  0.01
N 4.9444 4.7060 4.3231  0.17
N 4.6855 5.3304 2.0959  0.17
H 4.2535 5.3634 4.6297  0.06
H 5.4108 4.1388 5.0064  0.11
H 4.9979 5.2002 1.1420  0.06
H 3.9728 6.0008 2.3114  0.10
C 9.1263 -2.1931 -0.8746  -0.68
O 10.1767 -2.5661 -0.3952  0.04
N 8.2382 -3.0652 -1.4598  0.15
N 8.7369 -0.8804 -0.8779  0.16
H 7.3740 -2.7798 -1.8773  0.08
H 8.4993 -4.0327 -1.4846  0.10
H 9.3645 -0.2152 -0.4669  0.10
H 7.8710 -0.5560 -1.2666  0.08

---

no.,electronic energy (Eh),frontier orbital gap (eV)
1,-4143.8422,3.577
2,-3421.7141,7.068
3,-5315.3974,8.309